{"formula": "C4H14N3", "method": "ωB97M-V/def2-TZVPD", "symbols": ["C", "C", "C", "C", "N", "N", "N", "H", "H", "H", "H", "H", "H", "H", "H", "H", "H", "H", "H", "H", "H"], "positions_angstrom": [[-2.560, -0.220, 1.527], [1.793, -0.682, 0.759], [1.665, -1.433, -1.472], [0.088, 1.713, -0.337], [-1.280, 1.830, -0.913], [0.618, 0.539, -0.982], [1.402, -0.320, -0.543], [-1.660, -0.500, 2.010], [-2.586, -0.179, 0.445], [-2.899, 0.761, 1.705], [0.965, -0.554, 1.527], [1.990, -1.815, 0.748], [2.724, -0.186, 1.210], [2.558, -2.000, -1.148], [0.805, -2.140, -1.549], [1.877, -0.951, -2.438], [0.142, 1.526, 0.731], [0.797, 2.566, -0.635], [-1.823, 1.104, -0.577], [-3.365, -0.858, 1.936], [-1.250, 1.798, -2.003]], "mulliken_spin": [0.00, 0.05, 0.04, 0.04, 0.09, 1.18, 0.47, 0.00, 0.00, 0.00, 0.02, 0.01, 0.03, 0.01, 0.01, 0.00, 0.06, 0.02, -0.01, 0.00, 0.00], "e_above_lowest_kcal_mol": 32.8, "fmax_ha_per_bohr": 0.099, "homo_ev": [-13.124, -14.274], "homo_lumo_gap_ev": [10.3, 6.0], "s_squared": 2.01, "charge": 1, "e_tot_ha": -324.6004, "mol_weight_g_mol": 104.2, "spin_multiplicity": 3}